Molecular formula: C28H37Br2GeN4O4SSeW
Method: DFT, ωB97M-V/def2-TZVPD

```
! RIJCOSX wB97M-V def2-TZVPD def2/J DEFGRID3
* xyz 3 3
W 0.825 -0.122 0.411
Br -0.785 -2.223 0.255
C -2.364 -1.130 0.284
C -3.564 -1.688 -0.044
C -4.716 -0.885 0.064
C -4.620 0.404 0.512
C -3.368 0.954 0.876
C -3.267 2.245 1.443
C -2.064 2.742 1.891
C -0.900 1.991 1.718
C -0.906 0.744 1.085
C -2.187 0.183 0.735
H -3.635 -2.713 -0.376
H -5.678 -1.306 -0.188
H -5.507 1.012 0.618
H -4.171 2.826 1.568
H -2.022 3.704 2.380
H 0.027 2.391 2.115
Br 3.530 -0.812 -0.268
C 3.466 1.072 -0.078
C 4.573 1.864 -0.268
C 4.385 3.237 -0.150
C 3.121 3.735 0.131
C 2.071 2.857 0.310
N 2.238 1.519 0.225
H 5.534 1.433 -0.507
H 5.222 3.908 -0.293
H 2.944 4.798 0.208
H 1.070 3.205 0.513
C 2.256 -0.108 6.068
Ge 3.790 -0.826 5.110
C 4.598 -2.348 5.985
C 5.036 0.574 4.603
C 3.154 -1.554 3.315
Se 1.475 -0.823 2.691
C 0.170 -1.896 3.637
H 2.615 0.468 6.920
H 1.615 -0.894 6.462
H 1.660 0.569 5.452
H 4.982 -2.048 6.959
H 5.429 -2.740 5.402
H 3.869 -3.142 6.141
H 5.477 1.027 5.490
H 4.531 1.365 4.045
H 5.847 0.171 3.997
H 3.008 -2.636 3.332
H 3.886 -1.317 2.545
H 0.467 -1.869 4.683
H 0.184 -2.910 3.245
H -0.798 -1.424 3.493
C -4.826 -2.053 -5.372
C -4.823 -1.226 -4.094
S -3.232 -0.596 -3.597
O -2.486 -1.673 -2.971
O -3.407 0.622 -2.831
C -2.360 -0.162 -5.094
C -1.097 0.654 -4.816
N -0.244 0.091 -3.747
C -0.131 0.620 -2.516
N 0.568 -0.211 -1.718
C 0.916 -1.305 -2.486
C 0.425 -1.110 -3.726
N 0.592 -1.998 -4.854
O 1.144 -3.039 -4.615
O 0.178 -1.614 -5.924
C -0.656 1.955 -2.141
H -5.819 -2.482 -5.500
H -4.116 -2.877 -5.322
H -4.618 -1.448 -6.252
H -5.109 -1.843 -3.240
H -5.486 -0.362 -4.141
H -3.019 0.450 -5.709
H -2.138 -1.085 -5.625
H -1.360 1.655 -4.485
H -0.504 0.726 -5.726
H 1.474 -2.152 -2.127
H -0.173 2.729 -2.738
H -0.461 2.153 -1.088
H -1.736 1.995 -2.297
*
```

For the calculated total energy, the calculation gives -318366.25354 eV. The molar mass is 1020.91 g/mol. The energy relative to the best compared isomer or geometry (same formula, charge and spin) comes out at 0.00 kJ/mol. For the HOMO energy (spin up / spin down), the calculation gives -16.143 / -16.631 eV. The calculation puts the gap between HOMO and LUMO (spin up / spin down) at 0.1995 / 0.2374 Ha.

Molecular formula: C28H37ClN4P2V
Method: DFT, ωB97M-V/def2-TZVPD

```
! RIJCOSX wB97M-V def2-TZVPD def2/J DEFGRID3
* xyz 0 4
V -0.207 0.748 2.331
C -1.829 1.590 -3.640
C -2.017 0.272 -3.536
C -1.112 -0.777 -4.123
C 0.397 -0.414 -4.117
C 0.958 0.383 -2.971
C 0.946 1.722 -2.902
C 0.549 2.518 -4.125
C -0.876 2.237 -4.636
C 1.557 0.875 3.752
H -2.412 2.322 -3.066
H -2.971 -0.137 -3.165
H -1.386 -1.002 -5.175
H -1.283 -1.723 -3.587
H 0.951 -1.365 -4.098
H 0.629 0.055 -5.079
H 1.622 -0.239 -2.359
H 1.335 2.306 -2.066
H 1.232 2.279 -4.961
H 0.660 3.593 -3.937
H -1.341 3.186 -4.952
H -0.811 1.621 -5.542
H 0.862 1.569 4.268
H 2.496 1.426 3.563
H 1.750 -0.012 4.372
P 1.558 -0.299 1.415
P -1.379 -0.859 1.357
N 2.781 0.878 0.720
N 2.769 -1.571 1.936
N -2.411 0.431 0.563
N -2.748 -1.966 1.619
C 0.931 -1.093 -0.115
C -0.508 -1.659 -0.035
C 2.883 2.192 1.177
C 3.970 2.797 0.544
C 4.538 1.829 -0.358
C 3.775 0.655 -0.230
C 3.674 -1.409 2.983
C 4.376 -2.604 3.169
C 3.893 -3.528 2.196
C 2.890 -2.878 1.480
C -2.242 1.791 0.887
C -2.972 2.530 -0.057
C -3.521 1.614 -0.982
C -3.085 0.350 -0.635
C -3.953 -2.154 0.936
C -4.810 -2.913 1.731
C -4.106 -3.201 2.950
C -2.845 -2.620 2.851
H 1.638 -1.837 -0.512
H 0.934 -0.222 -0.789
H -1.076 -1.451 -0.956
H -0.516 -2.756 0.132
H 2.192 2.579 1.906
H 4.305 3.813 0.705
H 5.379 1.984 -1.013
H 3.864 -0.298 -0.728
H 3.736 -0.460 3.497
H 5.140 -2.783 3.914
H 4.244 -4.538 2.028
H 2.269 -3.244 0.675
H -1.814 2.097 1.859
H -3.067 3.605 -0.096
H -4.156 1.842 -1.839
H -3.202 -0.600 -1.142
H -4.136 -1.742 -0.039
H -5.809 -3.218 1.466
H -4.483 -3.765 3.788
H -2.011 -2.598 3.535
Cl -1.311 -0.265 5.015
C -1.525 1.177 4.000
H -2.582 1.264 3.700
H -1.169 2.072 4.539
*
```

For the calculated total energy, the calculation gives -92377.06147 eV. The molar mass is 577.98 g/mol. The energy relative to the best compared isomer or geometry (same formula, charge and spin) comes out at 0.00 kJ/mol. For the HOMO energy (spin up / spin down), the calculation gives -7.379 / -7.779 eV. The calculation puts the gap between HOMO and LUMO (spin up / spin down) at 0.2657 / 0.2592 Ha.

Molecular formula: C28H37IN9O2STi
Method: DFT, ωB97M-V/def2-TZVPD

```
! RIJCOSX wB97M-V def2-TZVPD def2/J DEFGRID3
* xyz 1 3
Ti 0.396 0.389 1.002
C -3.351 1.991 2.408
C -3.984 0.835 2.888
C -3.313 -0.358 2.817
C -2.030 -0.407 2.245
N -1.382 0.742 1.860
C -2.064 1.897 1.935
C -1.383 -1.618 1.843
C -1.784 -2.905 2.247
C -1.166 -4.008 1.719
C -0.141 -3.815 0.779
C 0.211 -2.537 0.424
N -0.369 -1.436 0.922
H -3.863 2.940 2.409
H -4.987 0.884 3.282
H -3.779 -1.269 3.150
H -1.561 2.785 1.564
H -2.566 -3.011 2.984
H -1.465 -5.001 2.011
H 0.370 -4.657 0.342
H 0.973 -2.380 -0.330
N 1.453 -0.697 2.724
C 2.691 -1.493 2.665
C 3.721 -0.843 1.736
C 3.700 -1.374 0.295
C 3.295 -0.330 -0.740
N 1.888 0.092 -0.589
H 1.697 0.140 3.287
H 0.780 -1.222 3.288
H 2.474 -2.511 2.328
H 3.131 -1.557 3.669
H 4.713 -1.015 2.158
H 3.538 0.237 1.735
H 3.016 -2.221 0.221
H 4.691 -1.745 0.029
H 3.450 -0.754 -1.742
H 3.942 0.547 -0.643
H 1.317 -0.507 -1.204
H 1.807 1.030 -0.990
C -1.615 -3.847 -2.325
N -1.632 -2.925 -3.422
C -2.825 -2.701 -4.215
C -2.376 -1.633 -5.226
N -1.157 -1.133 -4.619
C -0.706 -1.991 -3.670
S 0.786 -1.884 -2.976
H -2.208 -3.476 -1.483
H -0.585 -3.972 -1.997
H -2.017 -4.808 -2.647
H -3.637 -2.335 -3.577
H -3.144 -3.631 -4.692
H -3.107 -0.829 -5.334
H -2.176 -2.069 -6.212
H -0.504 -0.582 -5.151
C 3.016 4.314 4.103
N 2.277 3.814 2.964
C 1.901 4.624 1.939
C 1.184 4.149 0.877
C 0.878 2.769 0.867
O 0.193 2.124 0.001
N 1.320 1.974 1.873
C 1.954 2.463 2.957
O 2.235 1.747 3.916
H 3.098 5.396 4.043
H 4.012 3.870 4.132
H 2.505 4.030 5.022
H 2.183 5.661 2.021
H 0.857 4.793 0.080
I -2.884 -0.345 -1.014
C -1.860 1.036 -2.238
C -2.585 1.915 -3.026
C -1.858 2.783 -3.825
C -0.473 2.707 -3.809
C 0.132 1.772 -2.988
N -0.551 0.949 -2.203
H -3.665 1.921 -3.009
H -2.369 3.492 -4.458
H 0.126 3.360 -4.424
H 1.210 1.659 -2.980
*
```

For the calculated total energy, the calculation gives -89192.96724 eV. The molar mass is 738.50 g/mol. For the HOMO energy (spin up / spin down), the calculation gives -7.980 / -10.534 eV. The calculation puts the gap between HOMO and LUMO (spin up / spin down) at 0.2119 / 0.2862 Ha.